Record 1
C50H43F5Ge2N5O6Ti | ωB97M-V/def2-TZVPD

Geometry as XYZ:
```
112
Properties=species:S:1:pos:R:3
Ti 0.99736 -0.08269 -0.45256
C -2.94044 -3.30179 -2.80686
O -1.55784 -3.61779 -2.79656
C -0.96004 -2.73219 -1.95166
N -1.72474 -1.88389 -1.37426
C -3.05004 -2.01429 -1.94286
C -3.38754 -0.80849 -2.79026
C -2.39494 -0.16919 -3.52096
C -2.70294 0.91441 -4.32216
C -4.00704 1.37261 -4.39976
C -5.00424 0.72781 -3.68596
C -4.69934 -0.36209 -2.88976
C 0.48096 -2.78769 -1.91936
C 1.13206 -3.92089 -2.40856
C 2.48996 -3.87309 -2.70526
C 3.09566 -2.62559 -2.73796
C 2.38696 -1.52039 -2.26376
N 1.16406 -1.63579 -1.62846
C 2.76616 -0.17229 -2.52416
N 2.17866 0.83921 -1.94236
C 2.64686 2.05381 -2.59036
C 3.75396 1.53141 -3.55216
O 3.67116 0.11641 -3.47676
C 3.20306 3.14551 -1.70596
C 3.35566 3.02681 -0.33396
C 3.91686 4.06241 0.39744
C 4.35116 5.20921 -0.23996
C 4.21046 5.32981 -1.61116
C 3.63866 4.30601 -2.33876
H -3.49954 -4.14359 -2.38666
H -3.25734 -3.13319 -3.83876
H -3.78974 -2.12479 -1.14696
H -1.36904 -0.50229 -3.43406
H -1.92134 1.40321 -4.88456
H -4.24174 2.23641 -5.00466
H -6.02424 1.08051 -3.75076
H -5.47884 -0.86299 -2.33236
H 0.54986 -4.81009 -2.58816
H 3.02496 -4.76359 -2.99316
H 4.08646 -2.47759 -3.13246
H 1.80296 2.47491 -3.16076
H 4.75266 1.84131 -3.22816
H 3.59016 1.83161 -4.58706
H 3.03866 2.11501 0.15524
H 4.03146 3.96861 1.46774
H 4.80766 6.00441 0.32524
H 4.55386 6.21851 -2.11496
H 3.53246 4.40481 -3.40816
C 1.81926 1.96451 3.07774
C 0.99096 2.39211 1.92544
N 0.69506 1.67641 0.84894
C -0.10534 2.47471 0.05864
C -0.27904 3.70431 0.67614
N 0.42966 3.61041 1.84754
C -0.98554 4.95471 0.33704
O -1.66654 4.97441 -0.78896
O -0.91684 5.89811 1.09564
C -0.71214 1.90731 -1.15526
O -1.41184 2.61601 -1.89456
O -0.48194 0.66361 -1.32446
H 2.83436 1.73851 2.75274
H 1.39526 1.06851 3.53044
H 1.85406 2.75281 3.82444
H 0.44416 4.35941 2.52444
H -1.62694 4.10641 -1.30446
F 1.38106 -1.18349 2.39584
C 2.66966 -0.97189 1.98164
C 2.82726 -0.48639 0.68694
C 4.17986 -0.29089 0.38944
F 4.54116 0.23171 -0.80546
C 5.24526 -0.57359 1.23874
F 6.50456 -0.37529 0.82204
C 5.00056 -1.06119 2.51604
F 6.00886 -1.32599 3.35584
C 3.67646 -1.24909 2.89624
F 3.38166 -1.69839 4.12664
C -0.96664 -4.00989 3.42664
Ge -0.56024 -3.38019 1.54694
C 1.36956 -3.83069 1.18934
C -1.59084 -4.72629 0.46364
Ge -1.09754 -0.86639 1.03034
C -1.16404 0.11561 2.84804
C -1.66894 1.41151 2.89854
C -1.79594 2.08891 4.09994
C -1.45594 1.46541 5.28984
C -0.98104 0.16691 5.26014
C -0.82544 -0.49049 4.05144
C -3.10344 -0.75679 0.92894
C -3.79454 0.28281 0.32264
C -5.17834 0.33851 0.37104
C -5.89304 -0.65349 1.02024
C -5.21824 -1.70049 1.62514
C -3.83604 -1.74059 1.58304
H -0.97854 -5.09709 3.42474
H -1.93724 -3.65429 3.75894
H -0.21424 -3.67989 4.13414
H 1.43586 -4.80889 0.72024
H 1.93726 -3.85949 2.11594
H 1.82636 -3.09919 0.52024
H -1.36864 -5.71059 0.86814
H -1.31034 -4.71909 -0.58056
H -2.65864 -4.55459 0.53764
H -1.97704 1.90161 1.97924
H -2.16984 3.10381 4.11034
H -1.56624 1.98571 6.23084
H -0.72244 -0.33639 6.17954
H -0.42604 -1.49229 4.04324
H -3.25124 1.04391 -0.22066
H -5.70284 1.15471 -0.10386
H -6.97274 -0.61829 1.05394
H -5.76624 -2.48369 2.13034
H -3.30914 -2.55619 2.06504
```

The value obtained for the energy above the lowest of the compared OMol25 structures with the same formula, charge and spin is 1.657 eV. The calculation puts the largest force on an atom at 0.06283 Eh/bohr. For the LUMO energy (spin up / spin down), the calculation gives -0.25 / -2.15 eV. The HOMO-LUMO gap (spin up / spin down) comes out at 0.226 / 0.242 hartree. The value obtained for the total energy is -8159.04029 Ha. Its spin multiplicity is 4.

Record 2
CH4FNS | ωB97M-V/def2-TZVPD

Geometry as XYZ:
```
8
Properties=species:S:1:pos:R:3
C -0.70642 0.09353 0.73922
N 0.33352 -0.48799 -0.15053
F 2.02729 1.59867 -2.26353
S 0.38884 -0.44870 -1.73489
H -0.55517 1.08029 1.15528
H -1.62723 -0.04147 0.21743
H -0.77900 -0.62639 1.57178
H 0.91817 -1.16794 0.46523
```

The value obtained for the energy above the lowest of the compared OMol25 structures with the same formula, charge and spin is 3.762 eV. The calculation puts the largest force on an atom at 0.05295 Eh/bohr. For the LUMO energy (spin up / spin down), the calculation gives -2.49 / -2.48 eV. The HOMO-LUMO gap (spin up / spin down) comes out at 0.264 / 0.267 hartree. The value obtained for the total energy is -593.16656 Ha.

Record 3
C37H100O13 | ωB97M-V/def2-TZVPD

Geometry as XYZ:
```
150
Properties=species:S:1:pos:R:3
C 4.31453 -1.68892 -1.70578
C 4.33488 -0.77351 -2.91662
C 4.09535 -1.56865 -4.19470
O 3.25449 0.17979 -2.84190
H 4.23674 -1.18846 -0.74420
H 5.20813 -2.31705 -1.69761
H 3.41296 -2.30224 -1.78540
H 5.28698 -0.24637 -2.98315
H 4.98208 -2.12987 -4.50502
H 3.74008 -0.90562 -4.97717
H 3.34997 -2.34963 -4.00665
H 2.45341 -0.14596 -2.38072
C -0.40327 -2.28703 4.87023
C 0.50608 -3.14581 5.76764
C -0.13082 -3.44409 7.09429
O 0.77755 -4.36434 5.07186
H -1.31857 -2.85275 4.65293
H 0.08379 -2.15859 3.90804
H -0.76972 -1.38712 5.37298
H 1.43864 -2.58173 5.91383
H -1.16332 -3.78409 6.99553
H -0.07654 -2.57369 7.74681
H 0.40991 -4.25904 7.58345
H 1.31825 -4.13560 4.28826
C -1.91851 4.25132 -1.56519
C -3.00566 3.59629 -2.41245
C -2.99770 4.02733 -3.86232
O -2.84622 2.15362 -2.37966
H -0.96055 3.80652 -1.83838
H -2.12732 4.00389 -0.52430
H -1.90431 5.32084 -1.76674
H -3.98134 3.81192 -1.95933
H -2.15632 3.58762 -4.39442
H -2.96541 5.11913 -3.89770
H -3.92514 3.72743 -4.35119
H -3.42032 1.87694 -1.63648
C -2.98985 -4.56406 1.40408
C -3.82849 -4.74683 2.64685
C -4.81870 -3.58527 2.92644
O -4.49036 -6.00579 2.61340
H -3.64668 -4.62090 0.52730
H -2.16935 -5.27042 1.32208
H -2.56431 -3.55310 1.37362
H -3.18048 -4.69041 3.52629
H -4.49337 -3.00312 3.78982
H -5.80046 -3.97442 3.19771
H -4.87853 -2.87642 2.09586
H -5.39004 -5.87339 2.30325
C -3.52988 3.34115 3.01128
C -2.07212 3.76504 3.09603
C -1.56774 3.75693 4.52165
O -1.35675 2.83319 2.29058
H -4.15425 3.95025 3.66155
H -3.58073 2.29406 3.33771
H -3.88540 3.30945 1.98149
H -2.05044 4.77803 2.66377
H -2.29440 4.27202 5.15975
H -0.59206 4.23023 4.61809
H -1.53552 2.73727 4.91188
H -0.40896 3.02921 2.38193
C -1.17819 -4.16231 -1.94596
C -0.02340 -4.61910 -1.06855
C 1.03524 -5.28221 -1.95460
O 0.58400 -3.51597 -0.37665
H -1.92485 -3.64374 -1.33614
H -1.68652 -5.07059 -2.29023
H -0.93311 -3.57463 -2.82932
H -0.37366 -5.30052 -0.29546
H 1.50214 -4.58140 -2.64226
H 0.52533 -6.03822 -2.56914
H 1.73671 -5.87921 -1.37082
H 0.77801 -2.77672 -0.98463
C 0.08269 1.30825 -0.46835
C 0.69498 -0.06340 -0.22340
C -0.08762 -0.79905 0.86801
O 0.77987 -0.81216 -1.46877
H 0.28645 1.92444 0.42106
H -1.00810 1.40498 -0.49181
H 0.48876 1.85029 -1.32388
H 1.73150 0.13601 0.07675
H -0.93437 -1.29809 0.40624
H -0.31757 -0.09565 1.66294
H 0.58343 -1.55915 1.24092
H 0.08025 -0.47647 -2.06879
C 3.87352 -2.87183 1.37241
C 3.78142 -3.86301 2.51466
C 4.44941 -3.45886 3.81018
O 2.37736 -4.09376 2.77346
H 3.33479 -3.21029 0.48798
H 4.90057 -2.66564 1.05662
H 3.37507 -1.92035 1.59014
H 4.23442 -4.79177 2.13886
H 3.80018 -2.83209 4.42105
H 5.38201 -2.94270 3.57438
H 4.70207 -4.34162 4.39690
H 1.99128 -4.36115 1.92220
C 3.75149 5.07054 -2.91131
C 3.18256 3.67594 -2.84633
C 1.76501 3.63916 -3.44338
O 4.01558 2.78133 -3.61897
H 3.89438 5.39229 -3.94966
H 4.73401 5.13927 -2.43719
H 3.08435 5.83425 -2.50536
H 3.11220 3.31746 -1.80949
H 1.69841 3.98629 -4.46754
H 1.03652 4.18701 -2.81885
H 1.37042 2.62991 -3.25860
H 3.67670 1.89470 -3.37511
C -1.97278 -0.90917 -4.94180
C -0.74666 -0.00916 -4.72001
C -0.61095 1.09820 -5.74135
O -0.77085 0.53792 -3.39079
H -2.90576 -0.38190 -4.72847
H -1.90481 -1.73035 -4.22387
H -1.95108 -1.32965 -5.94775
H 0.08314 -0.72588 -4.69328
H 0.04905 1.89283 -5.39662
H -1.58428 1.59502 -5.84278
H -0.29307 0.69673 -6.70218
H -1.45105 1.24179 -3.33602
C 0.67845 5.42660 0.80233
C 1.85344 4.45324 0.93464
C 3.09587 5.24106 1.33398
O 1.49604 3.56191 2.02336
H 0.88895 6.02853 -0.08681
H 0.59318 6.04789 1.68821
H -0.23294 4.84940 0.64690
H 2.02719 3.90162 0.00362
H 2.84301 5.94130 2.13119
H 3.53210 5.83200 0.52170
H 3.90007 4.58314 1.67720
H 2.20919 2.90211 2.10557
C -6.19932 -0.66073 -0.83990
C -5.01329 -0.13787 -0.03583
C -3.80509 -1.01103 -0.20689
O -4.67565 1.17795 -0.49149
H -6.51825 -1.61661 -0.41919
H -5.90423 -0.82357 -1.87836
H -7.03178 0.04425 -0.82473
H -5.33518 -0.02536 1.00475
H -3.05388 -0.79705 0.55784
H -3.32850 -0.76266 -1.15797
H -4.07071 -2.05763 -0.09118
H -5.43964 1.75382 -0.38953
C 4.41630 1.47828 0.62168
O 3.60609 1.66029 1.77217
H 3.78244 1.29021 -0.24519
H 4.99586 2.37852 0.39615
H 5.14324 0.68216 0.78211
H 3.80663 1.00621 2.44322
```

The value obtained for the energy above the lowest of the compared OMol25 structures with the same formula, charge and spin is 0.000 eV. The calculation puts the largest force on an atom at 0.03954 Eh/bohr. For the LUMO energy, the calculation gives 0.40 eV. The HOMO-LUMO gap comes out at 0.361 hartree. The value obtained for the total energy is -2447.81635 Ha.